Record 1
The following is a DFT calculation (ωB97M-V/def2-TZVPD) of a cluster of 2 separate species, C12H11N4O4S in total at a distorted geometry.

```
32
Properties=species:S:1:pos:R:3:forces:R:3:lowdin_charge:R:1
C 3.929914 -2.443755 0.139897 -0.73 0.48 0.92 -0.09
O 3.121874 -1.925393 1.223412 1.60 0.05 -0.85 -0.13
C 1.840416 -2.374171 1.292572 -1.69 -0.84 -0.10 -0.32
C 1.133560 -2.147186 2.506532 1.10 -0.13 -1.10 -0.05
C -0.113501 -2.690817 2.684740 -0.23 -0.28 -0.81 -0.17
C -0.742294 -3.447433 1.647030 1.93 0.74 -0.46 -0.91
S -2.266560 -4.056187 1.838875 -2.67 -0.98 0.37 0.34
C -0.031563 -3.644768 0.425246 -0.34 0.35 0.84 -0.17
C 1.220778 -3.103856 0.239630 1.12 0.69 0.86 -0.07
H 4.946347 -2.133104 0.379419 -0.04 -0.03 -0.13 0.08
H 3.865153 -3.540565 0.088047 0.00 0.24 0.04 0.09
H 3.609910 -2.009818 -0.817351 0.13 -0.11 0.11 0.08
H 1.621832 -1.562957 3.284411 -0.02 -0.12 -0.08 0.10
H -0.654194 -2.549568 3.616344 0.02 -0.02 -0.16 0.08
H -0.497625 -4.227188 -0.365615 -0.03 0.11 0.19 0.08
H 1.755921 -3.263538 -0.699654 -0.20 0.01 0.29 0.08
C -1.252045 0.107495 -3.109626 0.06 -0.01 -0.33 -0.05
O -2.549967 0.742343 -3.238035 0.16 -0.20 0.55 -0.03
C -3.228263 0.816060 -2.092145 -1.87 0.87 -0.83 -0.40
N -4.451237 1.365436 -2.168419 1.72 -0.51 -1.10 0.20
C -5.075472 1.440580 -1.009272 -2.10 0.60 2.30 -0.29
N -6.320228 1.981071 -0.748999 2.70 -1.20 -0.37 0.10
O -6.503518 1.842878 0.596167 1.76 -0.93 0.59 0.00
N -5.307243 1.180270 1.232383 -1.04 0.50 -0.59 -0.13
O -5.341724 1.005048 2.431652 0.24 0.11 -1.16 0.09
C -4.451704 0.940856 0.204744 -2.36 1.08 0.31 -0.10
C -3.182272 0.373932 0.171983 0.46 0.01 -1.23 0.04
N -2.594469 0.328973 -1.019780 0.14 -0.45 2.65 0.16
H -0.855233 0.114312 -4.122347 0.01 -0.01 0.05 0.09
H -0.601783 0.673419 -2.433213 -0.19 -0.16 -0.20 0.09
H -1.350538 -0.919279 -2.738802 0.02 0.31 -0.10 0.10
H -2.726699 0.016300 1.095441 0.32 -0.20 -0.46 0.15
```
Positions in Å, forces in eV/Å.

The value obtained for the strongest force on any atom is 3.2 eV/A. The gap between HOMO and LUMO comes out at 0.11361 Ha. The spin multiplicity is 1. Its net charge is -1. Its total energy is -37603.47253 eV.

---

Record 2
The following is a DFT calculation (ωB97M-V/def2-TZVPD) of the ion C4H6NO2 with charge -1 at a distorted geometry.

```
13
Properties=species:S:1:pos:R:3:forces:R:3:lowdin_charge:R:1
C -0.001919 0.441417 -0.146340 -1.23 -2.08 1.29 -0.39
C -0.355644 1.683501 0.212583 0.42 0.13 -0.32 -0.04
C 1.257934 -1.332899 0.438172 -0.09 -3.40 3.77 -0.02
C -0.957708 -0.598360 -0.311499 -1.07 2.52 0.18 -0.22
N 1.304562 -0.179180 -0.066503 -0.53 2.55 -1.39 -0.30
O 2.330837 0.388006 -0.629275 -0.43 -0.50 0.31 -0.14
O -2.343384 -0.257181 -0.592211 1.83 2.01 2.11 -0.13
H 0.350061 2.366886 0.561807 0.63 1.36 0.29 0.00
H -1.311772 1.865348 -0.192906 -0.91 1.49 -0.13 -0.01
H 0.515107 -1.667467 1.227836 0.78 1.02 -1.63 0.10
H 2.079426 -2.004038 0.401037 1.12 -0.09 -0.56 0.06
H -0.543441 -1.286335 -0.903640 0.42 -3.21 -2.62 0.02
H -2.324060 0.580306 0.000940 -0.92 -1.81 -1.29 0.07
```
Positions in Å, forces in eV/Å.

The value obtained for the strongest force on any atom is 5.1 eV/A. The gap between HOMO and LUMO (spin up / spin down) comes out at 0.21264 / 0.21258 Ha. The spin multiplicity is 1. Its net charge is -1. Its total energy is -9825.25744 eV.

---

Record 3
The following is a DFT calculation (ωB97M-V/def2-TZVPD) of a cluster of 3 separate species, C21H32F5N3O9S in total at a distorted geometry.

```
71
Properties=species:S:1:pos:R:3:forces:R:3:lowdin_charge:R:1
C -0.437319 3.973557 2.404752 0.73 -0.08 0.84 -0.14
C 0.433720 2.798498 1.721193 -0.51 -0.39 0.00 -0.24
C 0.013987 2.519131 0.158687 0.49 0.39 1.56 -0.20
C -1.243582 1.507766 0.208819 0.68 -0.24 -0.25 -0.13
C -2.361864 1.776262 -0.964304 1.23 -2.48 -0.31 -0.38
N -1.804596 2.560749 -2.123520 -1.10 -0.37 1.15 0.07
C -2.667506 0.299736 -1.585275 -3.01 -2.40 -0.91 -0.08
N -3.151172 -0.734403 -1.986951 2.78 5.65 2.03 0.18
C -3.721450 2.473717 -0.356745 0.83 1.94 -2.52 -0.32
C -4.599403 2.865853 -1.670494 -1.75 0.71 -3.34 -0.15
N -5.164370 3.152893 -2.710254 3.30 -1.61 6.21 0.18
C -3.234596 3.794676 0.415680 -2.21 2.82 -0.79 -0.08
C -4.287279 5.100034 -0.018608 -0.53 1.87 2.67 -0.19
C -4.540090 6.215309 1.219805 -0.07 -4.05 -3.41 0.00
O -5.617209 5.143420 0.717989 4.50 1.79 -0.50 -0.16
S -4.731997 1.276057 0.637734 -0.76 -8.05 -2.52 0.86
O -3.921087 0.248893 1.390883 -1.09 4.09 -0.85 -0.29
O -5.584710 0.501157 -0.366051 1.94 3.76 2.81 -0.30
C -5.932191 2.040418 1.838557 -2.87 2.08 1.07 -0.30
F -7.024034 2.578539 1.063273 3.05 -0.98 2.01 0.05
F -5.382603 3.016927 2.721565 -1.21 -2.14 -2.37 0.05
C -6.622485 0.910678 2.806481 -0.32 -0.82 1.33 -0.29
F -6.992863 -0.268046 2.115250 1.26 3.36 2.22 0.11
F -7.808153 1.453632 3.415623 3.53 -1.51 -1.75 0.09
F -5.648381 0.663619 3.847064 -3.06 0.22 -2.86 0.07
H -0.556166 4.892223 1.729731 0.08 -1.38 0.84 0.07
H 0.156688 4.332498 3.334409 -1.08 -0.54 -1.48 0.08
H -1.459440 3.615944 2.808113 1.62 0.54 -0.86 0.07
H 0.235701 1.819288 2.315768 0.45 1.63 -0.96 0.11
H 1.548796 3.026180 1.849430 -1.62 -0.20 -0.43 0.11
H 0.938355 2.104612 -0.390063 -1.66 0.42 0.72 0.12
H -0.206708 3.546518 -0.298002 0.18 -1.55 0.55 0.09
H -0.817205 0.436433 0.053716 -0.90 1.85 0.28 0.14
H -1.686151 1.516456 1.265071 0.38 0.05 -1.66 0.10
H -1.690635 3.554764 -1.882486 0.19 -0.86 -0.21 0.08
H -0.931959 2.132879 -2.470607 -0.70 0.44 0.49 0.11
H -2.227377 4.220958 0.080554 -1.32 -1.21 0.42 0.10
H -3.252354 3.741765 1.555987 -0.04 -0.28 -1.74 0.10
H -4.213215 5.524369 -1.148199 -0.51 -1.36 2.85 0.17
H -4.794912 7.291730 0.942850 0.40 -1.84 0.64 0.11
H -3.914452 5.856805 2.106437 -1.53 1.02 -0.97 0.10
C 2.414831 -4.311853 0.419681 -0.09 0.28 0.03 -0.07
C 1.955956 -5.364690 -0.571484 0.58 0.06 0.21 -0.22
O 0.534013 -5.322615 -0.731526 -0.26 0.14 -0.45 0.03
C 0.070245 -4.365497 -1.555339 -0.25 0.05 0.16 -0.58
O 0.741881 -3.562674 -2.162722 -0.24 -0.40 0.25 0.11
O -1.271305 -4.441150 -1.570088 0.81 -0.26 0.00 0.00
C -1.901255 -3.426526 -2.353947 -0.24 0.29 -0.24 -0.06
H 1.870332 -4.407648 1.363027 0.10 -0.13 -0.06 0.08
H 3.485456 -4.406074 0.616298 -0.06 -0.04 -0.02 0.08
H 2.221354 -3.304466 0.042084 0.07 -0.12 -0.08 0.07
H 2.201613 -6.358019 -0.187526 -0.33 0.05 -0.07 0.12
H 2.461544 -5.258338 -1.535686 -0.22 0.11 0.06 0.12
H -1.492910 -3.396854 -3.366962 0.09 0.04 0.18 0.10
H -1.790546 -2.458680 -1.865769 0.11 -0.28 -0.19 0.04
H -2.964339 -3.662450 -2.418678 0.20 -0.12 0.23 0.09
C 9.857005 -4.045653 0.066439 -0.03 -0.09 -0.30 -0.07
C 8.740342 -3.349272 0.821222 0.46 -0.40 0.28 -0.22
O 8.016888 -2.467960 -0.045420 -0.58 -0.01 -0.21 0.03
C 7.098759 -3.053075 -0.834430 0.19 -0.02 -0.06 -0.58
O 6.834895 -4.232636 -0.865431 0.05 0.61 0.06 0.11
O 6.537900 -2.100097 -1.600745 0.23 -0.29 0.45 0.00
C 5.591018 -2.598871 -2.544072 -0.37 -0.09 -0.36 -0.04
H 10.494951 -3.314634 -0.437660 -0.01 0.00 0.18 0.08
H 10.469359 -4.642734 0.745956 -0.05 0.07 -0.02 0.08
H 9.457158 -4.705947 -0.707202 -0.03 0.00 0.16 0.08
H 9.167435 -2.731228 1.615075 -0.21 0.18 -0.23 0.12
H 8.067626 -4.067405 1.298990 -0.04 0.09 -0.25 0.12
H 4.832691 -3.216288 -2.057283 0.20 -0.02 -0.05 0.09
H 6.105968 -3.164195 -3.324389 -0.10 -0.08 0.15 0.10
H 5.093391 -1.744967 -3.006261 0.24 0.05 0.22 0.10
```
Positions in Å, forces in eV/Å.

The value obtained for the strongest force on any atom is 8.5 eV/A. The gap between HOMO and LUMO comes out at 0.36364 Ha. The spin multiplicity is 1. Its net charge is 0. As for the SMILES: CCCC[C@@](N)(C#N)[C@](C#N)(C[C@@H]1CO1)S(=O)(=O)C(F)(F)C(F)(F)F.CCOC(=O)OC.CCOC(=O)OC. Its total energy is -69606.36810 eV.